# 1
Density functional theory data (the ωB97M-V functional and the def2-TZVPD basis) for a molecular structure, C42H57AlBrN8O2SSi.

Properties
Total charge: +1
LUMO energy (alpha / beta) in eV: -3.31 / -3.34
Energy in eV: -155845.2082
ΔE to the lowest compared entry with this formula, charge and spin in kcal/mol: 23.1

CARTESIAN COORDINATES (ANGSTROEM)
Al 0.005 0.170 0.293
C -0.349 0.080 3.762
O 0.460 0.254 2.587
C 1.807 0.417 2.829
C 2.358 0.632 4.075
C 3.744 0.733 4.192
Br 4.492 1.024 5.899
C 4.569 0.618 3.098
C 4.010 0.406 1.835
C 2.628 0.306 1.708
O 2.043 0.067 0.510
C 4.805 0.261 0.619
N 4.233 0.073 -0.550
C 5.258 -0.043 -1.475
C 5.212 -0.259 -2.850
C 6.417 -0.329 -3.516
C 7.641 -0.191 -2.839
C 7.698 0.021 -1.477
C 6.480 0.090 -0.811
N 6.157 0.287 0.525
H -0.362 1.005 4.339
H 0.049 -0.741 4.359
H -1.348 -0.162 3.426
H 1.747 0.718 4.959
H 5.639 0.691 3.229
H 2.828 -0.026 -0.202
H 4.268 -0.374 -3.362
H 6.425 -0.499 -4.583
H 8.561 -0.255 -3.402
H 8.641 0.122 -0.959
H 6.809 0.392 1.284
S -0.001 0.583 -2.015
C -1.737 0.607 -2.067
N -2.292 0.900 -3.247
N -3.570 0.783 -3.501
C -4.555 -0.144 -3.074
C -5.880 0.228 -3.270
C -6.898 -0.654 -2.948
C -6.595 -1.912 -2.447
C -5.267 -2.285 -2.285
C -4.241 -1.408 -2.594
N -2.548 0.507 -0.995
N -2.013 0.546 0.180
C -3.027 0.629 1.185
C -4.241 -0.037 1.032
C -5.210 0.069 2.013
C -4.989 0.841 3.147
C -3.783 1.507 3.296
C -2.803 1.399 2.320
H -3.839 1.341 -4.303
H -6.112 1.211 -3.662
H -7.927 -0.357 -3.091
H -7.388 -2.604 -2.201
H -5.023 -3.273 -1.918
H -3.212 -1.714 -2.490
H -4.414 -0.633 0.146
H -6.146 -0.459 1.891
H -5.752 0.922 3.909
H -3.602 2.118 4.171
H -1.866 1.920 2.453
C 0.641 6.038 -1.734
C 1.212 5.574 -0.402
N 0.486 4.436 0.168
C -0.799 4.736 0.799
C -1.999 4.300 -0.037
C 0.915 3.167 0.049
C 2.139 2.917 -0.780
N 0.303 2.169 0.629
H 1.274 6.815 -2.160
H -0.360 6.452 -1.615
H 0.585 5.211 -2.442
H 1.167 6.381 0.333
H 2.261 5.313 -0.501
H -0.825 5.813 0.960
H -0.830 4.289 1.799
H -2.068 4.893 -0.947
H -2.919 4.433 0.531
H -1.929 3.251 -0.326
H 2.142 3.524 -1.681
H 2.177 1.879 -1.080
H 3.036 3.145 -0.200
H -0.484 2.503 1.171
C 1.454 -2.817 1.682
Si 0.137 -2.385 0.364
C 0.871 -3.100 -1.285
C 1.319 -4.561 -1.134
C -0.110 -3.027 -2.459
C 2.119 -2.291 -1.661
C -1.454 -3.313 0.987
C -1.275 -4.812 1.250
C -2.637 -3.128 0.036
C -1.850 -2.664 2.316
H 1.504 -3.890 1.857
H 1.244 -2.350 2.646
H 2.452 -2.499 1.377
H 0.478 -5.241 -1.028
H 1.986 -4.711 -0.285
H 1.864 -4.865 -2.033
H -1.012 -3.610 -2.276
H 0.359 -3.439 -3.359
H -0.400 -1.999 -2.684
H 2.891 -2.350 -0.893
H 1.886 -1.240 -1.849
H 2.549 -2.695 -2.584
H -1.108 -5.374 0.335
H -2.186 -5.211 1.710
H -0.452 -5.022 1.932
H -2.510 -3.687 -0.891
H -2.782 -2.075 -0.217
H -3.560 -3.483 0.507
H -1.064 -2.759 3.067
H -2.748 -3.147 2.716
H -2.085 -1.607 2.181


# 2
Density functional theory data (the ωB97M-V functional and the def2-TZVPD basis) for a molecular structure, C42H57BHgN9O2S4 at a distorted geometry.

Properties
Total charge: -2
LUMO energy (alpha / beta) in eV: 4.15 / 4.14
Spin multiplicity: 2
Energy in eV: -110180.5161

CARTESIAN COORDINATES (ANGSTROEM)
Hg 13.483 12.505 12.844
C 9.520 15.886 15.276
C 8.746 14.810 14.525
C 8.981 15.060 13.033
C 7.254 14.977 14.802
N 9.172 13.499 15.059
C 9.040 13.242 16.431
C 9.466 11.994 16.643
N 9.841 11.447 15.428
B 10.480 10.014 15.396
N 11.886 9.911 16.069
C 12.439 8.656 16.255
C 13.669 8.801 16.746
N 13.904 10.172 16.912
C 12.774 10.864 16.508
S 12.506 12.570 16.581
C 15.203 10.632 17.477
C 16.279 10.361 16.416
C 15.466 9.828 18.736
C 15.309 12.114 17.844
N 10.445 9.388 13.966
C 9.214 9.167 13.389
C 9.376 8.762 12.127
N 10.744 8.727 11.890
C 11.413 9.079 13.040
S 13.122 9.079 13.291
C 11.261 8.307 10.557
C 10.768 9.323 9.532
C 12.780 8.211 10.373
C 10.698 6.907 10.251
C 9.618 12.364 14.432
S 9.820 12.120 12.722
H 9.276 16.873 14.899
H 10.591 15.717 15.182
H 9.298 15.859 16.338
H 8.748 16.110 12.819
H 8.368 14.420 12.398
H 10.018 14.858 12.746
H 6.908 15.943 14.430
H 7.037 14.931 15.874
H 6.704 14.183 14.296
H 8.772 13.996 17.136
H 9.602 11.460 17.564
H 9.756 9.305 16.083
H 11.926 7.790 15.914
H 14.429 8.069 16.900
H 16.336 9.297 16.181
H 17.270 10.680 16.772
H 16.038 10.905 15.493
H 15.545 8.761 18.543
H 14.661 9.956 19.471
H 16.398 10.160 19.190
H 15.174 12.745 16.972
H 16.326 12.246 18.227
H 14.578 12.395 18.590
H 8.311 9.400 13.918
H 8.640 8.589 11.367
H 11.239 10.289 9.726
H 9.685 9.459 9.581
H 11.041 8.990 8.522
H 13.268 9.154 10.584
H 12.942 7.924 9.324
H 13.240 7.469 11.016
H 9.610 6.889 10.215
H 11.038 6.231 11.033
H 11.098 6.556 9.298
C 18.607 6.526 15.157
C 18.255 7.841 14.504
C 17.049 8.021 13.825
C 16.746 9.205 13.175
C 17.669 10.237 13.197
C 18.841 10.107 13.898
C 19.133 8.918 14.544
S 17.317 11.765 12.327
O 18.618 12.401 12.171
O 16.608 11.367 11.135
N 16.307 12.514 13.283
C 16.568 13.588 14.090
C 17.778 14.297 14.205
C 17.821 15.401 15.037
C 16.704 15.805 15.766
C 15.569 15.025 15.588
N 15.493 13.975 14.791
H 17.736 6.100 15.667
H 19.390 6.659 15.904
H 18.958 5.800 14.432
H 16.319 7.224 13.776
H 15.810 9.330 12.668
H 19.525 10.940 13.908
H 20.081 8.819 15.071
H 18.655 14.030 13.650
H 18.756 15.953 15.130
H 16.695 16.673 16.411
H 14.649 15.239 16.121
C 13.040 16.463 13.006
N 13.540 15.595 11.975
C 14.923 15.836 11.626
C 12.645 15.543 10.824
C 13.050 14.474 9.834
C 13.203 14.849 8.496
C 13.607 13.935 7.536
C 13.833 12.650 7.956
C 13.696 12.284 9.284
C 13.341 13.181 10.293
H 13.035 17.535 12.703
H 13.647 16.363 13.901
H 12.017 16.169 13.236
H 15.097 16.817 11.130
H 15.281 15.057 10.968
H 15.531 15.810 12.532
H 12.599 16.525 10.314
H 11.649 15.319 11.217
H 13.056 15.888 8.212
H 13.787 14.229 6.505
H 14.143 11.887 7.252
H 13.939 11.256 9.540


# 3
Density functional theory data (the ωB97M-V functional and the def2-TZVPD basis) for 12 unconnected molecules or ions with the total composition C42H57F27O30S3 at a distorted geometry.

Properties
Total charge: 0
LUMO energy in eV: -0.31
SMILES string: CCOC(=O)C(F)(F)F.CCOC(=O)C(F)(F)F.CCOC(=O)C(F)(F)F.CCOC(=O)C(F)(F)F.CCOC(=O)C(F)(F)F.CCOC(=O)C(F)(F)F.CCOC(=O)C(F)(F)F.CCOC(=O)C(F)(F)F.CCOC(=O)C(F)(F)F.O=S1(=O)OCCO1.O=S1(=O)OCCO1.O=S1(=O)OCCO1
Energy in eV: -211775.2780

CARTESIAN COORDINATES (ANGSTROEM)
C -2.313 8.329 -2.061
C -1.437 7.812 -3.121
O -1.315 6.436 -2.882
C -0.431 5.943 -1.888
O 0.242 6.596 -1.104
C -0.278 4.455 -1.924
F 1.071 4.162 -2.026
F -0.785 3.929 -0.829
F -1.050 3.874 -2.967
H -3.115 7.638 -1.801
H -2.760 9.318 -2.165
H -1.720 8.489 -1.160
H -0.465 8.292 -3.240
H -2.019 7.913 -4.038
C -7.366 -2.116 -2.286
C -6.468 -0.936 -1.957
O -5.431 -0.943 -2.878
C -4.246 -0.486 -2.633
O -3.998 0.186 -1.652
C -3.243 -0.645 -3.770
F -2.027 -0.926 -3.224
F -3.609 -1.656 -4.556
F -3.158 0.467 -4.498
H -6.759 -3.021 -2.306
H -7.714 -2.026 -3.315
H -8.162 -2.212 -1.547
H -6.043 -1.150 -0.976
H -6.965 0.034 -1.932
C -1.349 -5.764 -0.374
C -2.522 -6.443 0.256
O -3.728 -5.639 0.299
C -3.806 -4.467 1.100
O -2.856 -3.876 1.536
C -5.238 -3.884 1.192
F -5.777 -4.191 2.352
F -5.122 -2.569 1.243
F -6.065 -4.315 0.210
H -0.510 -6.394 -0.669
H -0.908 -4.998 0.263
H -1.594 -5.322 -1.340
H -2.181 -6.898 1.186
H -2.727 -7.343 -0.325
C 1.972 4.583 1.987
C 1.367 5.213 3.257
O 0.105 5.643 3.170
C -0.279 6.886 2.637
O 0.539 7.773 2.305
C -1.814 7.284 2.736
F -1.950 8.473 3.306
F -2.273 7.284 1.483
F -2.466 6.360 3.413
H 2.801 3.900 2.171
H 2.228 5.275 1.185
H 1.153 3.966 1.617
H 2.003 6.069 3.483
H 1.342 4.457 4.042
C 3.475 -4.152 5.645
C 2.021 -4.443 5.429
O 1.921 -5.516 4.449
C 1.797 -5.188 3.124
O 1.303 -4.133 2.778
C 1.760 -6.381 2.159
F 1.724 -5.919 0.922
F 2.887 -7.101 2.305
F 0.641 -7.154 2.450
H 4.088 -3.727 4.850
H 3.949 -5.112 5.847
H 3.633 -3.415 6.433
H 1.348 -3.593 5.312
H 1.799 -4.915 6.385
C -5.081 2.997 -3.144
C -4.736 3.956 -1.917
O -4.360 3.368 -0.697
C -4.030 4.173 0.359
O -4.268 5.410 0.425
C -3.335 3.301 1.522
F -4.045 3.309 2.615
F -3.153 2.015 1.196
F -2.068 3.783 1.712
H -4.150 2.610 -3.558
H -5.567 3.563 -3.939
H -5.778 2.253 -2.759
H -5.665 4.420 -1.586
H -3.888 4.566 -2.228
C 2.886 -4.610 -1.912
C 2.615 -3.642 -3.043
O 1.725 -4.274 -3.967
C 0.346 -4.274 -3.918
O -0.213 -3.856 -2.913
C -0.393 -4.908 -5.141
F -1.573 -4.288 -5.314
F 0.372 -4.820 -6.253
F -0.651 -6.188 -4.847
H 3.023 -5.621 -2.297
H 2.137 -4.533 -1.123
H 3.828 -4.321 -1.446
H 3.483 -3.396 -3.655
H 2.217 -2.707 -2.648
C 8.500 1.973 0.733
C 7.477 2.890 0.289
O 6.227 2.123 0.111
C 5.035 2.743 0.062
O 4.773 3.944 0.240
C 3.840 1.739 -0.304
F 4.288 0.549 -0.609
F 2.975 1.637 0.731
F 3.286 2.204 -1.447
H 8.197 1.358 1.581
H 9.430 2.492 0.964
H 8.736 1.241 -0.039
H 7.838 3.260 -0.671
H 7.466 3.622 1.097
C 3.271 -0.769 3.295
C 3.660 -1.471 1.989
O 5.128 -1.409 1.756
C 5.748 -1.810 0.651
O 5.171 -2.229 -0.370
C 7.255 -1.969 0.864
F 7.758 -1.653 2.039
F 7.618 -3.207 0.581
F 7.877 -1.309 -0.137
H 3.735 -1.313 4.118
H 2.199 -0.735 3.485
H 3.573 0.270 3.426
H 3.254 -0.937 1.130
H 3.228 -2.472 2.007
C -0.577 -1.953 0.278
C 0.454 -1.517 -0.765
O 1.005 -0.375 -0.011
S -0.169 0.551 0.617
O -0.848 1.182 -0.507
O 0.312 1.305 1.786
O -0.980 -0.817 1.057
H -0.131 -2.756 0.864
H -1.484 -2.208 -0.270
H 0.091 -1.212 -1.747
H 1.269 -2.233 -0.871
C -2.029 -1.795 4.360
C -2.284 -0.512 3.600
O -3.056 0.295 4.401
S -4.065 -0.526 5.401
O -5.414 -0.594 4.884
O -3.932 -0.087 6.762
O -3.228 -1.958 5.097
H -1.154 -1.940 4.995
H -1.894 -2.578 3.614
H -2.786 -0.700 2.651
H -1.301 -0.119 3.340
C 1.021 1.195 -3.854
C 2.085 0.184 -3.734
O 1.703 -0.888 -4.624
S 0.677 -0.401 -5.807
O -0.359 -1.466 -5.897
O 1.327 -0.043 -7.050
O 0.156 0.880 -4.883
H 1.439 2.146 -4.185
H 0.506 1.337 -2.904
H 2.278 -0.158 -2.717
H 3.019 0.646 -4.054